1.
C30H80B6CrF24N5O10 as an isolated structure, computed with wB97M-V/def2-TZVPD.

The geometry in ORCA input format:
```
! wB97M-V def2-TZVPD RIJCOSX def2/J DEFGRID3
* xyz 2 4
B -3.46 -0.30 -2.80
H 0.65 -2.43 -1.52
H 1.69 5.17 -3.21
C 2.99 6.74 -2.57
H -0.68 0.93 6.26
H -1.14 -4.68 4.77
C -1.57 -3.90 8.07
C 0.69 6.97 -0.50
B -0.18 2.86 -2.81
C 2.01 5.04 -5.96
C -3.46 -6.59 -1.52
C 1.68 -6.37 -2.51
H 0.12 -2.54 8.91
H -2.69 -2.13 1.26
H 4.40 -0.48 4.82
H 1.06 -2.02 -8.30
H -3.93 -6.46 -2.50
F -3.24 0.59 -1.72
H 2.31 4.26 0.89
F -3.54 3.01 -2.30
H 5.76 -1.15 2.76
H 2.55 -1.08 -5.29
C 4.97 -1.10 0.84
F -2.17 5.04 1.84
F 0.17 4.18 -3.23
B -4.95 1.88 0.67
H 0.96 -6.94 -3.11
C 1.84 7.81 -2.38
C -0.37 0.40 3.65
H 0.05 -4.79 -1.27
F -5.91 1.82 -0.33
H -0.05 -4.85 3.41
N -0.77 -1.64 7.20
C 0.97 -0.94 -3.75
O -3.48 -5.40 -0.82
H -1.11 -1.89 6.29
F -1.24 -1.26 -0.31
H -4.16 -1.92 2.39
O -2.26 -3.92 6.81
H -5.30 -5.47 0.05
F -1.51 3.27 0.68
H -2.26 -3.64 8.87
H 2.12 8.61 -1.71
F -0.34 2.76 -1.45
C 1.55 -0.67 -5.21
H 1.06 -0.39 -8.09
O 3.84 -0.33 2.79
H 4.44 -2.33 2.57
H 2.89 0.43 4.44
H 1.34 6.73 -4.90
H 2.74 0.76 -0.39
O 1.63 -4.91 -2.53
O 0.82 -1.39 -6.21
H 0.38 -0.22 8.14
F -5.21 2.80 1.67
N 2.55 5.60 -3.53
H 3.23 1.78 -1.67
H 2.47 -1.33 -7.50
O 3.39 2.55 0.36
H 1.08 0.99 5.91
H 1.94 5.47 -6.96
F -4.92 0.66 1.31
H 6.17 0.68 0.81
H 4.96 0.19 -1.48
H -1.99 -1.89 3.60
C -0.69 -4.14 3.93
H -0.86 -2.53 -2.36
H -3.69 -2.94 -0.40
C 0.28 -4.47 -2.28
H 5.82 -1.67 0.44
H 1.71 2.61 -6.70
C 2.25 6.14 -4.96
H 5.51 1.86 -1.00
H 1.09 4.49 -5.73
C 2.73 2.76 -6.35
C 0.16 -2.91 -2.36
H -2.45 -6.87 -1.81
C -3.30 -2.51 2.08
O 0.71 7.10 -1.91
H 0.40 -3.32 7.35
F -4.94 4.68 -1.66
H -0.55 -0.29 2.82
F -1.42 2.48 -3.13
F -2.48 -0.21 -3.76
H -0.06 -0.60 -3.59
H 1.60 0.39 -5.47
H 1.88 -6.86 -1.56
F -1.68 0.75 0.32
B -3.68 4.33 -2.06
F -3.30 4.96 -3.22
H 1.28 -1.24 7.09
H 0.20 1.24 3.27
H -3.98 -4.34 5.78
H 0.58 -2.88 -4.31
H -5.20 -4.71 -1.62
O 3.10 4.12 -6.01
B -0.77 -0.04 -0.35
F -0.29 4.06 2.34
H 3.95 7.12 -2.92
B -1.58 3.81 1.94
F 0.66 1.92 -3.19
F -3.49 -1.55 -2.30
C -4.48 -3.52 0.09
C 4.91 0.99 -0.73
H 1.43 2.83 0.76
H 1.56 -0.42 -3.00
N 1.00 -2.42 -3.52
H -5.33 -2.90 0.38
C 3.49 1.50 -0.65
F 0.46 0.14 0.31
H -1.52 -1.18 7.70
C 0.41 -0.59 7.11
H 3.26 2.49 -7.26
C -2.47 -2.82 3.30
H 3.13 -1.42 4.34
H 2.08 3.81 -0.70
H 0.06 -3.42 4.24
H -3.27 -4.51 1.50
C 0.19 0.35 5.97
H -3.06 -3.21 4.13
F -4.64 0.13 -3.39
H -1.28 0.93 3.93
H -1.29 -4.92 8.34
N -3.95 -3.77 1.49
H -3.21 -5.75 6.56
H 0.80 7.97 -0.09
F -2.71 4.44 -1.11
O -1.53 -3.80 2.89
O 0.07 -0.37 4.77
H 1.65 8.33 -3.33
H 3.31 4.93 -3.60
H -0.39 -4.98 -2.97
C -3.44 -4.68 6.65
H 3.04 1.98 -5.64
F -2.27 3.00 2.76
H 1.44 6.32 -0.05
C 3.52 -0.42 4.18
H -0.27 6.54 -0.20
H 3.13 6.14 -1.67
C 4.77 -1.33 2.34
N 5.22 0.38 0.67
C 1.38 -1.29 -7.56
H 2.47 -6.53 -3.25
C -0.36 -2.90 8.01
H 3.04 6.87 -5.16
F -3.68 2.13 0.15
H 4.05 -1.20 0.27
C 2.25 3.36 0.28
H -3.80 -7.46 -0.95
H -4.80 -4.16 1.89
C -4.75 -4.82 -0.63
H 1.89 -2.89 -3.54
H 4.57 0.92 1.22
F -0.76 0.38 -1.61
H -4.21 -4.66 7.42
Cr -2.19 2.11 -1.10
*
```

For the HOMO energy (alpha / beta), the calculation gives -12.854 / -12.855 eV. For the lowest unoccupied orbital energy (alpha / beta), the calculation gives -4.58 / -4.43 eV. As for the HOMO-LUMO gap (alpha / beta): 8.27 / 8.42 eV. The expectation value of S² is 3.7618.



2.
A 11-piece molecular cluster, C30H80BrO30S10 overall, computed with wB97M-V/def2-TZVPD.

The geometry in ORCA input format:
```
! wB97M-V def2-TZVPD RIJCOSX def2/J DEFGRID3
* xyz -1 1
H 4.82 -1.23 0.33
H -3.91 1.22 3.22
O -3.54 3.19 -8.01
O -3.01 -0.64 5.15
C 0.70 2.55 3.94
O 6.43 2.48 -3.34
H -0.08 2.80 3.22
O -6.07 -0.77 -0.21
H 5.80 -4.66 -3.33
C -3.22 -4.77 0.83
C 0.58 -1.62 4.86
H 1.09 4.53 -2.35
H -7.57 -2.93 -2.74
O -0.15 -2.84 4.81
C -1.19 -1.87 -1.65
H 5.26 -0.53 -5.79
S -6.84 -2.27 -0.41
H -2.79 -2.42 3.17
O 2.04 -3.49 -0.12
C 2.33 2.70 6.66
S -2.07 -3.21 -2.63
O -3.23 4.54 -2.25
H 3.58 3.99 7.96
H 1.43 -3.18 -4.86
H -0.68 -1.08 -2.21
C -3.43 -2.62 4.03
H 0.95 3.79 -3.94
C 3.25 3.19 0.18
S -4.03 3.13 -6.62
C -3.14 4.36 -5.68
H 0.14 2.01 4.70
H -4.47 1.14 -4.13
H 2.96 1.82 6.77
C -2.35 -4.82 -0.39
S 3.49 -3.25 -0.04
H -2.63 -5.12 1.68
H 2.41 2.90 8.71
H 2.22 3.37 -0.12
H 3.12 1.26 -0.90
H 3.37 -1.30 1.43
H -2.87 0.00 0.57
O 3.18 -0.90 -5.20
C -6.90 -2.22 -2.25
H 3.60 1.41 -4.37
H 3.74 4.14 -0.03
H -3.72 4.67 -4.81
H 6.21 -3.67 -1.00
O -8.18 -2.23 0.17
C -2.40 0.57 -4.05
S 6.08 1.92 -2.03
H 1.23 -3.10 -3.08
H 4.86 1.87 -5.33
C -3.84 -0.47 0.74
H 1.89 4.43 8.09
S 0.47 -4.06 3.99
H -4.63 -0.72 3.95
H 3.33 3.04 1.26
C 0.74 -1.31 6.30
C 0.08 2.60 -2.30
H -0.26 -2.44 2.48
H -4.84 -1.57 5.37
H -3.74 -1.28 1.46
H 0.02 -0.85 4.32
C 7.16 2.68 -0.68
C 4.44 -0.26 -5.13
C -4.06 -1.33 4.65
O -3.47 1.70 -5.90
H 2.91 -3.31 -3.76
C 5.90 -3.59 -3.14
H 1.50 -2.99 2.23
H -0.20 -1.16 6.83
H -3.30 2.76 3.97
H 8.18 2.35 -0.87
H 6.77 2.40 0.30
C 4.01 1.18 -5.35
S -3.17 0.96 5.53
C -3.12 1.70 3.79
O 2.04 4.92 3.57
H 1.49 1.92 3.53
H 5.25 -3.08 -3.85
O -0.59 -5.09 3.92
C -3.52 1.53 -4.49
H -1.32 -4.57 -0.18
H 3.19 1.34 -6.05
H -3.51 -3.75 1.06
C 3.76 -1.45 0.42
H 3.04 -0.98 -0.26
C 3.81 2.04 -0.58
O 0.36 4.78 5.48
O 1.79 -4.38 4.46
H 1.56 -1.67 4.38
C 2.57 3.60 7.88
O 2.59 3.46 5.58
O 0.86 -0.49 -4.19
H 5.63 -2.10 -1.68
H 6.94 -3.34 -3.33
H -4.50 0.01 -1.38
O -5.44 3.24 -6.32
O -1.09 5.18 -1.11
O 2.91 -0.67 -2.71
H -2.62 -0.40 -4.52
H 0.05 1.63 -2.80
C 5.55 -3.19 -1.72
H 7.16 3.77 -0.73
S 1.37 4.14 4.60
O -5.91 -3.32 0.03
C -4.66 -0.70 -0.57
H -2.88 2.24 -0.35
H 0.19 -4.00 1.67
Br 0.17 0.33 1.15
H -2.19 3.89 -5.45
H -2.13 1.48 3.40
C 0.46 -3.25 2.41
H -2.37 0.47 -2.97
H 1.27 -0.36 6.36
O -1.99 1.48 6.26
H -3.43 2.53 -4.06
H -5.90 -2.19 -2.68
C -2.33 3.13 -0.03
H -4.40 0.30 1.28
H -4.17 -3.37 3.74
H -0.39 -2.35 -1.08
O 4.54 2.58 -1.64
H -2.42 -5.85 -0.75
O 4.17 -3.37 -1.57
H 1.39 -2.05 6.77
C 1.14 3.58 -2.88
H 1.28 2.41 6.58
O 4.24 -4.13 0.87
H 0.22 2.51 -1.22
H -2.72 -3.02 4.76
H -1.42 0.91 -4.40
H -1.86 -1.44 -0.91
O -4.45 1.17 6.16
O -2.99 -2.61 -3.55
H 4.84 -0.30 -4.12
H -4.14 -5.35 0.77
O -1.12 -4.27 -3.02
S 2.15 -1.06 -3.93
H -1.42 2.86 0.49
O -2.92 -3.86 -1.34
O -1.17 3.15 -2.65
H 4.51 1.49 0.05
H -4.37 -1.65 -1.01
H 2.12 3.15 -2.69
H -3.02 3.57 0.69
H -7.41 -1.27 -2.44
H -2.95 5.21 -6.33
S -1.97 4.14 -1.60
C 1.91 -2.91 -3.91
O 6.00 0.48 -1.88
*
```

For the HOMO energy, the calculation gives -6.617 eV. For the lowest unoccupied orbital energy, the calculation gives 1.41 eV. As for the HOMO-LUMO gap: 8.02 eV.



3.
A 10-piece molecular cluster, C30H80O10 overall, computed with wB97M-V/def2-TZVPD.

The geometry in ORCA input format:
```
! wB97M-V def2-TZVPD RIJCOSX def2/J DEFGRID3
* xyz 0 1
H 3.75 -0.99 4.85
H 1.16 0.97 -5.44
O -0.22 -3.82 5.32
C -0.12 0.21 0.33
H 3.69 4.26 -1.38
H -4.98 -1.23 4.00
C -2.39 3.59 -0.65
H -4.64 1.93 1.62
H 5.69 1.72 -3.66
H -5.64 0.46 4.12
H 0.76 0.07 0.97
H -3.63 5.92 -1.05
H 0.07 -3.57 -4.12
C 1.93 2.65 2.15
C 2.59 -1.49 3.15
O 2.43 -1.07 -1.30
H 1.22 -2.19 5.25
H 4.65 -3.04 4.57
C -1.90 -2.95 -3.50
C -5.39 -0.39 3.45
O -1.30 0.56 -4.57
O 1.09 3.22 -0.07
H 2.16 -4.42 -1.81
H -4.56 0.89 0.25
C -1.76 4.94 -0.95
H -1.04 -4.23 -2.12
H -1.10 2.55 -4.18
H 3.12 0.84 -1.36
C 0.58 1.85 -5.28
H 2.68 3.03 2.85
H 0.51 0.45 -2.78
H 2.15 -1.22 -3.91
H -2.57 3.08 -1.63
H 0.04 4.28 -1.31
H 3.38 -1.70 2.43
H 0.24 4.86 2.04
H -6.09 0.86 1.31
C 4.38 2.26 -1.97
H -2.27 6.95 -1.52
H 2.51 -1.26 -0.37
C 4.15 3.72 -2.19
H -1.25 -4.13 -5.19
H -0.13 -2.51 1.59
C -1.67 -3.77 5.41
C 0.03 1.42 -2.87
H -1.74 3.03 0.00
H -1.88 -5.31 3.76
H 2.82 3.99 0.66
H -3.40 -4.54 4.26
H -1.85 0.75 -5.35
C -0.46 1.67 -4.23
H 0.23 0.13 -0.72
O -2.28 -0.71 -0.30
H -1.67 -1.70 4.85
H 2.06 -3.55 -0.27
H -1.65 -2.91 0.66
C 3.64 -3.11 4.96
H 1.84 5.38 2.39
H 2.34 -2.93 -4.12
C -5.02 0.99 1.24
O -0.60 4.82 -1.75
C 2.58 -2.10 -3.43
C 2.99 -1.75 4.63
H -3.91 -1.29 0.72
H 3.56 -3.55 -1.28
H -1.90 -4.41 6.29
C 2.46 -3.52 -1.29
C 1.99 -2.26 -2.03
H 1.65 -1.98 2.92
H 1.18 5.67 0.74
O 1.89 -1.49 5.50
C -0.74 -2.31 0.71
H 3.74 -3.18 6.02
H -2.90 -2.75 -3.94
H 0.11 2.00 -6.26
H 5.01 4.30 -2.56
H -1.41 5.34 0.01
H -1.36 -2.00 6.60
H 0.73 2.20 -2.55
H -2.47 -4.94 -2.93
C -0.88 -3.28 -4.61
H -1.94 -1.09 -1.16
O 3.16 1.80 -1.35
H -1.46 -1.03 -3.35
C -4.52 -0.19 2.22
H 3.90 1.90 -3.95
C -2.68 5.95 -1.58
H 4.75 0.43 -3.21
C -1.98 -2.29 5.74
O -1.38 -1.83 -2.81
H 0.90 -2.24 -2.07
H 1.69 2.63 -0.59
H 2.29 1.72 1.70
O -4.47 -1.48 1.51
H -3.33 3.80 -0.12
H 2.42 -0.40 3.10
C 1.21 5.01 1.59
C -1.19 -0.82 0.65
C 1.81 3.72 1.05
H -6.35 -0.74 3.06
H -0.18 -2.55 -0.20
H -1.67 -0.54 1.60
C -2.33 -4.37 4.13
C 4.68 1.51 -3.31
H 1.27 2.68 -5.01
H -2.83 5.64 -2.61
H -0.73 -2.38 -5.26
H 5.21 2.08 -1.27
H -0.75 1.43 -2.12
H -0.40 1.26 0.42
H -3.51 0.08 2.54
H -3.06 -2.18 5.89
H 0.12 -4.71 5.29
H 3.46 3.87 -3.06
H 3.65 -2.09 -3.50
H -2.15 -3.63 3.33
H -2.69 -3.68 -1.73
C -2.03 -4.04 -2.52
H 3.11 -3.95 4.57
H 0.96 2.44 2.61
*
```

For the HOMO energy, the calculation gives -9.346 eV. For the lowest unoccupied orbital energy, the calculation gives 0.52 eV. As for the HOMO-LUMO gap: 9.86 eV. Its SMILES is CC(C)O.CC(C)O.CC(C)O.CC(C)O.CC(C)O.CC(C)O.CC(C)O.CC(C)O.CC(C)O.CC(C)O.